# C6H11NO

A structure of composition C6H11NO in a non-equilibrium geometry (wB97M-V/def2-TZVPD, the OMol25 dataset).

The LUMO energy comes out at 0.980 eV.

Each line ends with the natural charge from an NBO analysis.
Positions of all 19 atoms, in Å:
C  0.7065  -0.1826  1.7354  -0.47
C  0.0347  1.1833  1.4387  -0.06
C  -0.8000  0.7408  -0.9702  0.05
C  -1.3566  -0.6184  -0.5121  -0.28
C  1.1394  -1.0868  0.5403  -0.19
C  0.0344  -0.0894  -1.8698  -0.28
H  0.2649  -0.7446  2.5013  0.19
H  1.6795  0.1420  2.1073  0.21
H  0.5547  1.9892  1.8996  0.19
H  -1.0374  0.8421  1.9979  0.17
H  -1.4468  1.7608  -1.4157  0.20
H  -1.9071  -1.4298  -1.3765  0.22
H  -1.8686  -0.7111  0.4332  0.20
H  1.1931  -2.1089  0.9542  0.21
H  2.0845  -0.7190  0.0250  0.21
H  -0.9250  -0.5797  -2.5513  0.20
H  0.9044  0.5084  -2.4144  0.23
N  -0.0407  -1.2416  -0.6590  -0.44
O  0.2798  1.2576  0.0348  -0.58

Cartesian forces, eV/Å:
2.939 0.911 -0.726
-2.069 -4.463 0.133
-0.522 3.067 0.370
-1.194 -2.230 -0.346
-2.608 0.761 -1.688
-1.272 -1.082 -1.678
-0.885 -0.829 1.006
0.314 -0.452 0.531
-0.097 0.711 0.458
1.856 2.363 -2.295
1.709 -3.112 1.443
0.443 3.290 2.536
-0.093 -0.120 0.385
0.392 0.421 -0.605
-1.421 -0.708 0.665
3.727 1.489 0.624
-1.342 -2.143 1.241
3.635 1.113 -0.600
-3.512 1.013 -1.455



# C6H11NO

A cluster of 2 separate species, C6H11NO in total in a non-equilibrium geometry (wB97M-V/def2-TZVPD, the OMol25 dataset).

Its SMILES is C=[N+](C)[O-].C#CCC. The LUMO energy (spin up / spin down) comes out at 0.828 / 0.828 eV.

Each line ends with the natural charge from an NBO analysis.
Positions of all 19 atoms, in Å:
C  -1.8747  -1.7007  -0.5022  -0.30
C  -1.2006  -1.3611  0.4227  0.03
C  2.3693  1.4574  -0.7525  -0.26
C  -1.5604  -0.3165  2.5222  -0.57
C  0.9277  0.6558  -2.5244  -0.47
C  -0.4990  -0.9281  1.5689  -0.51
N  1.1826  1.1281  -1.1195  0.16
O  0.1714  1.2625  -0.4329  -0.49
H  -2.6939  -2.2090  -0.9859  0.24
H  2.6543  1.2454  0.2254  0.20
H  3.1439  1.3698  -1.4842  0.18
H  -2.0929  -1.0580  3.1268  0.20
H  -2.2576  0.1324  1.9597  0.21
H  -0.9788  0.3116  3.1850  0.21
H  -0.0866  0.8475  -2.6678  0.23
H  1.3208  1.3457  -3.2639  0.22
H  1.0451  -0.4309  -2.5533  0.23
H  0.1768  -1.6923  1.9809  0.23
H  0.2526  -0.0598  1.2950  0.26

Cartesian forces, eV/Å:
-1.368 -0.987 -0.400
0.355 -0.486 -0.844
1.238 -1.136 -1.124
3.247 -2.451 2.257
0.008 0.462 0.674
1.963 2.218 0.621
-0.084 0.728 -2.022
-1.248 -0.356 1.213
0.579 0.451 -0.287
0.048 0.765 1.888
0.187 -0.063 -0.453
0.277 -0.141 -0.106
-2.309 2.242 -1.850
-0.535 0.547 0.292
-1.965 -0.014 0.136
1.225 -0.586 -0.033
0.647 0.427 -0.390
-0.628 -0.028 0.158
-1.636 -1.593 0.268



# C6H11NO

An isolated molecule of C6H11NO in a non-equilibrium geometry (wB97M-V/def2-TZVPD, the OMol25 dataset).

Its SMILES is C[C@@H]1CCCN1C=O. The LUMO energy comes out at 0.897 eV.

Each line ends with the natural charge from an NBO analysis.
Positions of all 19 atoms, in Å:
C  1.7484  -1.2218  -0.7021  0.54
N  0.7815  -0.5315  -0.0168  -0.45
C  -0.1598  -1.2858  0.8009  -0.22
C  -1.4895  -0.5147  0.7966  -0.41
C  -1.3417  0.4250  -0.4156  -0.41
C  0.1684  0.6632  -0.6181  -0.05
C  0.7037  1.8719  0.1272  -0.62
O  2.4195  -0.7307  -1.5802  -0.60
H  1.8864  -2.2655  -0.3838  0.11
H  -0.3486  -2.2731  0.3573  0.19
H  0.1903  -1.4958  1.8133  0.20
H  -2.3185  -1.1905  0.5990  0.22
H  -1.6704  -0.0338  1.7559  0.21
H  -1.9252  1.3380  -0.3325  0.22
H  -1.6656  -0.1578  -1.2807  0.20
H  0.3896  0.7222  -1.6816  0.23
H  0.3972  2.8359  -0.3151  0.21
H  0.4719  1.8600  1.1872  0.21
H  1.7624  1.9850  -0.1109  0.23

Cartesian forces, eV/Å:
-0.169 0.772 0.109
-0.063 -0.935 -0.558
-0.666 -0.896 0.153
0.366 0.105 -0.324
0.296 -0.501 0.002
-0.410 0.397 0.992
0.388 1.264 -1.379
0.165 -0.047 -0.242
-0.082 -0.036 0.203
0.209 0.091 -0.046
0.192 0.313 -0.015
-0.059 -0.058 0.271
0.047 0.287 -0.111
0.030 0.058 -0.112
-0.275 0.267 -0.085
0.299 -0.058 0.064
-0.798 -0.364 0.238
0.203 -0.053 0.103
0.326 -0.604 0.738



# C6H11NO

An isolated molecule of C6H11NO in a non-equilibrium geometry (wB97M-V/def2-TZVPD, the OMol25 dataset).

Its SMILES is C1C[C@H]2COC[C@@H]1N2. The LUMO energy comes out at 0.985 eV.

Each line ends with the natural charge from an NBO analysis.
Positions of all 19 atoms, in Å:
C  -0.4793  1.4531  -1.2197  -0.37
C  0.0466  0.0601  -1.8912  -0.41
C  -0.0757  -1.0303  -0.7159  -0.09
C  1.0209  -1.2266  0.3486  -0.10
C  0.0803  0.7717  1.6528  -0.06
C  -0.4637  0.8800  0.2276  -0.12
H  -1.4165  1.7071  -1.6866  0.21
H  0.2128  2.3268  -1.2703  0.21
H  1.0002  0.3101  -2.3380  0.21
H  -0.5668  -0.1744  -2.8068  0.22
H  -0.2090  -2.0062  -1.0967  0.20
H  1.1850  -2.2193  0.7278  0.21
H  1.9504  -0.8976  -0.0224  0.17
H  0.7925  1.6055  1.8699  0.18
H  -0.5643  0.6984  2.5499  0.19
H  0.6762  0.7381  0.0283  0.20
H  -1.2924  -0.9148  0.8015  0.35
N  -1.2159  -0.3753  -0.0075  -0.60
O  0.7461  -0.4992  1.6104  -0.57

Cartesian forces, eV/Å:
0.509 -0.008 0.262
-0.578 1.115 -0.355
-0.691 1.486 -0.826
-0.257 1.911 1.387
-0.065 1.490 0.826
1.574 -0.840 -0.414
-0.580 0.248 0.355
-0.299 -0.834 -0.382
0.767 -0.523 0.383
0.184 -0.176 1.256
-0.971 -1.042 -0.877
-0.457 -0.630 -0.175
1.411 0.404 -0.537
-0.289 -0.572 -0.241
-0.244 0.049 -0.626
-1.296 -0.212 -0.272
-0.527 -0.561 1.972
1.505 -0.315 -2.034
0.304 -0.992 0.299



# C6H11NO

A structure of composition C6H11NO in a non-equilibrium geometry (wB97M-V/def2-TZVPD, the OMol25 dataset).

The LUMO energy comes out at 0.757 eV.

Each line ends with the natural charge from an NBO analysis.
Positions of all 19 atoms, in Å:
C  2.2052  0.0999  -0.0156  -0.35
C  0.3495  -0.8122  -0.7521  -0.20
C  -0.9156  -0.9034  0.1679  -0.26
C  -2.3292  -0.5318  0.3181  -0.40
C  -1.2788  0.6387  0.2478  0.19
C  0.0642  0.8924  0.9395  -0.22
H  2.5744  -0.4125  0.9767  0.18
H  2.9903  1.2529  -0.3616  0.16
H  2.4413  -0.7296  -0.8811  0.21
H  -0.0582  -0.5437  -1.7906  0.17
H  1.1514  -1.6244  -1.1722  0.22
H  -0.5250  -1.2052  1.1647  0.19
H  -2.9964  -0.4883  -0.6756  0.25
H  -2.8794  -1.0124  1.1922  0.23
H  -0.5417  1.5036  -1.1953  0.47
H  0.1729  1.9669  0.9093  0.20
H  0.2529  0.5372  1.9921  0.21
N  0.8416  0.2187  -0.0483  -0.55
O  -1.5195  1.1532  -1.0161  -0.69

Cartesian forces, eV/Å:
5.967 0.441 -1.129
-4.919 -3.748 -4.584
0.357 -2.053 -0.054
-1.926 -0.642 -1.425
-2.250 -4.029 1.936
-1.260 1.101 0.282
-0.128 1.381 -1.447
-2.382 -3.472 1.325
0.483 2.781 2.356
0.375 0.114 0.883
-2.477 1.019 2.268
-0.434 0.050 -0.710
1.471 0.053 2.566
0.856 1.172 -1.051
-2.918 -0.717 -0.500
0.962 0.567 0.112
-0.681 0.279 -0.865
4.463 3.271 0.238
4.442 2.433 -0.201



# C6H11NO2

An isolated molecule of C6H11NO2 in a non-equilibrium geometry (wB97M-V/def2-TZVPD, the OMol25 dataset).

Its SMILES is C[C@]1(CC=O)N[C@H]1CO. The LUMO energy comes out at 0.572 eV.

Each line ends with the natural charge from an NBO analysis.
Positions of all 20 atoms, in Å:
C  -0.7773  -1.7158  -1.0515  -0.65
C  -0.2730  -0.4648  -0.3298  0.14
C  1.2997  -0.1839  -0.5263  -0.55
C  1.9879  -1.3039  0.2566  0.40
C  -1.3543  0.7210  -0.1725  -0.14
C  -1.1456  2.2184  -0.3405  -0.09
H  -0.6188  -2.7129  -0.4884  0.24
H  -0.3869  -1.5621  -2.1376  0.22
H  -1.7969  -1.6769  -1.0913  0.20
H  1.6514  -0.2362  -1.6839  0.22
H  1.4214  0.8391  -0.1918  0.29
H  3.0697  -1.7211  -0.1284  0.15
H  -1.5916  -0.8701  1.0908  0.36
H  -2.3181  0.4614  -0.7236  0.19
H  -1.2507  2.5810  -1.4807  0.21
H  -2.1280  2.7407  0.2981  0.17
H  0.0659  2.2128  1.2452  0.49
N  -0.8896  -0.1091  1.0516  -0.59
O  1.2459  -1.8801  1.1955  -0.54
O  0.2148  2.5153  0.1688  -0.74

Cartesian forces, eV/Å:
2.728 -0.059 -0.146
-0.403 2.424 0.587
-1.247 -1.284 -1.566
-2.850 -2.809 3.349
0.533 -2.601 -1.671
-0.754 0.729 0.650
0.697 1.549 -1.259
-0.547 -1.168 1.828
-2.927 0.325 -0.368
-1.005 0.102 2.640
0.694 0.000 0.236
-2.450 0.905 1.338
0.334 0.687 0.741
1.025 -0.061 1.195
0.452 -0.949 2.690
3.044 -0.953 -1.647
0.959 1.214 -4.456
-0.547 0.183 -3.447
5.214 2.411 -4.827
-2.950 -0.646 4.133



Energy relative to the best compared isomer or geometry (same formula, charge and spin) / kcal/mol: 178.35 143.82 9.29 124.19 194.25 135.61